Here is a cluster of 2 separate species, C4H6O2 in total from the Open Molecules 2025 dataset. Energies are from ωB97M-V/def2-TZVPD.

The geometry in ORCA input format:
```
! wB97M-V def2-TZVPD RIJCOSX def2/J DEFGRID3
* xyz 0 1
C -0.559 1.235 -0.447
O -0.024 1.512 0.838
C -0.074 0.175 0.437
C -0.803 -0.978 1.108
O 0.359 -1.772 0.722
C 1.094 -0.779 0.226
H 0.053 1.551 -1.290
H -1.634 1.383 -0.546
H -1.721 -1.364 0.659
H -0.884 -0.927 2.195
H 2.185 -0.180 -1.835
H 2.269 0.084 -2.531
*
```

The calculated total energy comes out at -8334.3465 eV. The lowest unoccupied orbital energy comes out at 0.411 eV. As for the energy relative to the best compared isomer or geometry (same formula, charge and spin): 590.0 kJ/mol. Its HOMO energy is -9.028 eV.


Here is an isolated molecule of C4H6O2 from the Open Molecules 2025 dataset. Energies are from ωB97M-V/def2-TZVPD.

The geometry in ORCA input format:
```
! wB97M-V def2-TZVPD RIJCOSX def2/J DEFGRID3
* xyz 0 1
C 1.419 0.371 0.182
C 0.424 -0.794 0.025
O -0.752 -0.689 0.832
C -1.595 0.173 0.162
O -1.126 0.186 -1.227
C -0.011 -0.472 -1.389
H 2.432 0.050 0.426
H 1.051 1.087 0.923
H 0.853 -1.784 0.190
H -2.621 -0.200 0.153
H -1.548 1.206 0.530
H 1.474 0.865 -0.806
*
```

The calculated total energy comes out at -8337.0619 eV. The lowest unoccupied orbital energy comes out at 0.900 eV. As for the energy relative to the best compared isomer or geometry (same formula, charge and spin): 328.0 kJ/mol. Its HOMO energy is -9.018 eV.


Here is a structure of composition C4H6O2 from the Open Molecules 2025 dataset. Energies are from ωB97M-V/def2-TZVPD.

The geometry in ORCA input format:
```
! wB97M-V def2-TZVPD RIJCOSX def2/J DEFGRID3
* xyz 0 1
C -1.180 0.734 0.109
C 0.293 0.901 0.271
O 0.968 -0.106 0.986
C 0.911 -1.275 0.214
O 0.555 -0.891 -1.110
C 0.184 0.423 -1.159
H -1.773 1.642 0.022
H -1.648 -0.102 0.622
H 0.714 1.874 0.506
H 1.891 -1.763 0.213
H 0.145 -1.969 0.589
H -1.060 0.534 -1.264
*
```

The calculated total energy comes out at -8335.8666 eV. The lowest unoccupied orbital energy comes out at 0.941 eV. As for the energy relative to the best compared isomer or geometry (same formula, charge and spin): 443.3 kJ/mol. Its HOMO energy is -8.612 eV.


Which formula does entry 1 have?
C4H6O2


Look up the lowest unoccupied orbital energy of the first one.
0.411 eV


The highest lowest unoccupied orbital energy belongs to which entry?
number 3